No. 1
{"formula": "C32H45As3CsFN5O3S2", "method": "the ωB97M-V functional and the def2-TZVPD basis", "charge": -1, "energy_ev": -254956.97480, "orbital_gap_ev": 3.52, "elements": ["H", "N", "C", "H", "H", "H", "H", "H", "C", "H", "C", "H", "H", "H", "C", "C", "As", "C", "H", "H", "H", "C", "C", "As", "F", "H", "H", "C", "C", "N", "H", "H", "O", "O", "C", "S", "H", "H", "H", "C", "As", "C", "C", "H", "O", "H", "C", "C", "C", "N", "C", "C", "C", "H", "H", "S", "N", "H", "H", "C", "H", "C", "C", "H", "H", "H", "C", "H", "H", "H", "H", "H", "C", "H", "C", "H", "N", "C", "C", "C", "H", "H", "C", "H", "H", "H", "H", "H", "Cs", "C", "H", "C"], "positions_angstrom": [[3.40, -3.95, 2.77], [-2.91, 6.69, 1.82], [2.47, -5.22, 0.20], [4.63, -5.41, -1.53], [3.71, -3.95, -1.89], [-3.53, 8.60, 1.39], [3.46, -5.41, 0.63], [2.13, -2.78, 3.20], [-4.47, 5.52, 0.27], [0.70, 1.76, 5.29], [-2.89, 7.85, 0.93], [3.72, -5.29, -3.04], [2.43, -6.39, -4.49], [0.34, -5.34, -1.31], [3.48, -2.36, 0.32], [2.14, -7.44, -4.41], [2.90, -8.35, -2.84], [-4.19, 5.98, 1.70], [-1.40, -3.39, -1.99], [2.50, -7.97, -5.29], [-3.64, 8.61, -0.97], [0.27, 2.11, 4.36], [-1.51, 5.20, 3.17], [1.89, -3.40, 0.77], [-1.54, 5.59, -0.45], [0.99, -5.85, -2.86], [3.34, -7.49, -0.58], [2.34, -3.70, 2.65], [-1.65, 1.71, -5.44], [-4.59, 6.77, -0.58], [5.16, -8.63, -3.96], [-2.10, 5.11, 6.82], [-0.84, 1.18, 1.19], [1.24, -0.62, 4.24], [-0.87, -3.35, -2.94], [-0.24, 0.39, -3.56], [1.62, -7.56, -0.87], [3.45, -2.07, -0.73], [1.15, -4.45, -4.94], [4.79, -7.93, -3.22], [1.06, -3.32, -2.62], [2.48, -5.63, -1.29], [1.06, -0.02, 3.17], [4.93, -6.91, -3.59], [1.39, -0.37, 1.99], [0.19, 4.84, 5.83], [-3.37, 7.65, -0.52], [-0.83, 3.97, 3.26], [-1.51, 1.49, -4.02], [-1.75, 1.88, -6.57], [-0.66, 3.25, 2.09], [-3.26, 3.16, -3.72], [-0.40, 1.83, 2.11], [-5.40, 7.29, -0.23], [-1.84, 5.74, 4.05], [-2.38, 2.08, -1.46], [-0.40, 3.34, 4.43], [2.69, -3.64, -4.57], [1.28, -2.68, -5.03], [-0.86, 3.81, 0.84], [-1.16, -4.22, -3.54], [-0.89, 3.23, 6.90], [1.18, -5.20, -2.00], [-5.00, 6.65, 2.03], [-1.08, 2.17, 6.76], [-5.41, 4.97, 0.18], [0.34, 1.34, 3.25], [-2.64, 7.16, -1.13], [-3.67, 4.91, -0.14], [-1.88, 8.26, 0.89], [5.38, -8.06, -2.31], [-2.70, 3.76, 5.75], [-1.37, 5.05, 0.78], [1.73, -4.50, 3.06], [-0.51, 4.02, 5.69], [1.06, -7.50, -4.40], [-4.01, 3.99, -4.02], [-2.35, 2.19, -3.19], [3.71, -5.04, -1.98], [2.56, -7.17, -1.28], [4.39, -2.92, 0.52], [-1.14, -2.43, -3.46], [-1.88, 4.19, 6.30], [3.45, -1.46, 0.93], [-4.19, 5.11, 2.35], [-4.78, 6.50, -1.55], [1.77, -5.87, 0.73], [-0.42, 3.49, 7.84], [0.17, -0.52, -0.34], [-1.85, 5.71, 1.91], [-0.72, 3.21, -0.06], [1.61, -3.56, -4.49]]}



No. 2
{"formula": "C32H45BMnN9O2S", "method": "the ωB97M-V functional and the def2-TZVPD basis", "charge": 1, "energy_ev": -94252.00046, "spin_multiplicity": 6, "orbital_gap_ev": [8.24, 8.17], "elements": ["C", "C", "H", "H", "N", "H", "C", "C", "N", "H", "C", "O", "C", "H", "H", "H", "C", "H", "H", "H", "N", "H", "C", "Mn", "C", "H", "H", "H", "H", "H", "H", "C", "C", "H", "H", "H", "C", "C", "H", "C", "H", "H", "O", "H", "C", "N", "H", "C", "N", "H", "H", "H", "H", "C", "N", "C", "N", "H", "C", "H", "C", "H", "H", "H", "B", "H", "C", "H", "C", "C", "H", "C", "N", "H", "C", "C", "H", "C", "H", "H", "C", "H", "C", "N", "C", "H", "H", "C", "H", "C", "S"], "positions_angstrom": [[-4.01, -0.90, -0.07], [-0.29, -4.43, -0.40], [-1.68, -1.16, 2.70], [-5.48, 1.96, -1.12], [0.41, -0.25, 0.44], [1.77, -2.39, -3.88], [1.52, -2.16, 0.31], [2.43, -3.20, -0.24], [-4.33, -2.20, 0.36], [-0.25, 0.29, -5.65], [0.30, -5.11, 2.20], [-1.03, 3.26, 0.70], [0.94, -0.40, -3.93], [2.39, -4.09, 0.39], [-1.53, -4.14, 2.74], [-0.94, 6.93, 3.03], [-3.44, -3.11, 0.98], [3.47, -2.85, -0.28], [-0.52, -4.16, -1.42], [-1.28, 0.50, 2.25], [-2.40, 0.80, -0.54], [4.97, -0.74, -0.90], [-1.30, 2.87, 3.86], [-0.25, 1.63, -0.41], [-1.57, 2.29, -3.81], [2.25, -7.10, 2.16], [2.15, -3.50, -1.26], [-6.06, -0.34, -0.38], [0.72, -3.00, 2.19], [0.35, 4.32, 3.81], [5.15, 3.02, -0.70], [-5.03, -0.02, -0.42], [5.04, 0.15, -1.54], [-2.32, -2.98, -0.69], [-5.26, -2.32, 0.70], [2.75, -1.15, -1.99], [0.86, -5.14, -0.11], [-1.69, 6.78, 2.24], [-2.58, 7.33, 2.52], [-0.86, -4.41, 1.94], [-0.92, 2.13, 4.56], [1.52, -5.43, -0.93], [-3.71, -3.64, 2.04], [6.04, 0.57, -1.43], [0.00, 0.35, -4.60], [0.94, -0.01, -2.64], [3.17, -5.61, 2.03], [-4.70, 1.26, -0.84], [2.01, 2.05, -0.72], [-1.62, 2.92, -2.92], [2.89, -1.15, -4.45], [-3.09, 2.64, -1.18], [-1.93, 2.35, 3.13], [-0.86, -0.46, 2.55], [-2.29, -3.28, 0.27], [0.77, -2.19, 1.47], [0.03, 0.99, -2.47], [1.59, 4.67, -0.53], [1.19, -5.49, 1.19], [2.57, 4.55, 0.94], [0.10, -0.97, 1.51], [-2.69, 5.12, 1.21], [3.30, 5.09, -0.57], [-2.47, 4.86, 2.95], [1.97, -0.36, -1.54], [0.53, -5.39, 3.23], [2.46, -6.25, 1.51], [2.94, -6.62, 0.61], [4.21, 2.49, -0.77], [-0.54, 1.21, -3.64], [-1.87, -1.07, 0.11], [-0.13, 3.57, 3.18], [2.70, 0.94, -1.11], [4.91, -0.17, -2.57], [-2.02, 5.30, 2.06], [2.57, 4.40, -0.15], [-1.31, 2.94, -4.65], [4.02, 1.18, -1.15], [-1.29, 7.21, 1.32], [-0.36, -0.33, 3.51], [-2.71, -0.44, -0.15], [-2.57, 1.88, -4.00], [-3.37, 1.64, -0.88], [1.28, -0.98, -0.30], [-1.16, -4.06, 0.63], [0.63, 2.87, 2.85], [1.58, -1.69, -5.49], [1.85, -1.47, -4.46], [-1.92, 3.56, 4.42], [2.93, 3.00, -0.52], [-0.54, 4.39, 1.62]]}



Relative energy (zero: lowest compared OMol25 entry of this formula, charge and spin) across the listed records, respectively: 0.0; 0.0 kJ/mol.